No. 1
{
  "formula": "C7H10NS",
  "method": "the ωB97M-V functional and the def2-TZVPD basis",
  "homo_energy_ev": -13.41,
  "max_force_ev_per_a": 6.090,
  "total_energy_ha": -725.26512,
  "charge": 1,
  "gap_ha": 0.2915,
  "spin_multiplicity": 1,
  "lumo_energy_ha": -0.201,
  "e_above_lowest_ev": 2.374,
  "elements": ["C", "C", "C", "C", "C", "C", "C", "N", "S", "H", "H", "H", "H", "H", "H", "H", "H", "H", "H"],
  "coordinates": [[1.93, -1.50, 0.10], [1.49, -0.40, 0.86], [1.01, -2.56, 0.04], [-0.50, 1.80, 2.36], [-1.60, 0.72, 2.63], [-0.48, 0.38, 2.02], [-0.68, -0.16, -2.15], [0.26, -0.59, 1.35], [-0.36, -2.17, 0.99], [2.86, -1.57, -0.33], [1.96, 0.45, 1.11], [1.22, -3.65, -0.10], [-0.70, 2.67, 1.63], [0.09, 2.12, 3.17], [-2.37, 0.53, 3.25], [-0.72, 0.02, -3.26], [-1.63, -0.65, -1.93], [-0.64, 0.79, -1.52], [0.31, -0.72, -1.86]],
  "nbo_charge": [-0.26, 0.14, -0.33, -0.39, -0.08, 0.09, -0.87, -0.41, 0.77, 0.26, 0.24, 0.30, 0.22, 0.20, 0.24, 0.25, 0.22, 0.21, 0.19]
}

=====

No. 2
{
  "formula": "C7H10O",
  "method": "the ωB97M-V functional and the def2-TZVPD basis",
  "homo_energy_ev": -9.08,
  "max_force_ev_per_a": 6.701,
  "total_energy_ha": -347.64973,
  "gap_ha": 0.3707,
  "spin_multiplicity": 1,
  "lumo_energy_ha": 0.037,
  "e_above_lowest_ev": 8.530,
  "elements": ["C", "C", "C", "C", "C", "C", "C", "H", "H", "H", "H", "H", "H", "H", "H", "H", "H", "O"],
  "coordinates": [[1.99, -0.67, -0.43], [1.68, 0.79, 0.09], [0.18, 0.85, -0.27], [-1.34, 1.03, -0.22], [-1.70, -0.09, 0.79], [-1.10, -1.06, -0.19], [0.29, -0.69, -0.18], [2.48, -0.87, -1.36], [2.31, -1.42, 0.49], [1.63, 0.71, 1.22], [2.12, 1.54, -0.37], [0.46, 1.14, -1.35], [-1.80, 2.13, -0.03], [-1.23, -0.07, 1.85], [-2.83, -0.46, 0.69], [-1.83, -2.03, -0.39], [0.54, -0.82, 0.78], [-1.85, -0.01, -1.12]],
  "nbo_charge": [-0.37, -0.35, -0.28, 0.08, -0.41, 0.07, -0.23, 0.22, 0.21, 0.20, 0.20, 0.18, 0.22, 0.17, 0.23, 0.23, 0.17, -0.55]
}

=====

No. 3
{
  "formula": "C7H10O",
  "method": "the ωB97M-V functional and the def2-TZVPD basis",
  "homo_energy_ev": -8.60,
  "max_force_ev_per_a": 3.859,
  "total_energy_ha": -347.80609,
  "gap_ha": 0.3419,
  "spin_multiplicity": 1,
  "lumo_energy_ha": 0.026,
  "e_above_lowest_ev": 4.275,
  "elements": ["C", "C", "C", "C", "C", "C", "C", "H", "H", "H", "H", "H", "H", "H", "H", "H", "H", "O"],
  "coordinates": [[2.64, 0.08, -0.39], [1.63, -0.35, 0.51], [0.36, -0.67, -0.11], [-1.05, -1.21, 0.00], [-1.91, 0.09, -0.29], [-0.88, 1.26, -0.05], [0.24, 0.57, 0.77], [2.28, 0.47, -1.31], [1.85, -0.96, 1.36], [0.42, -0.37, -1.18], [-1.35, -2.09, -0.57], [-1.36, -1.46, 0.97], [-2.74, 0.15, 0.43], [-2.25, 0.00, -1.30], [-0.43, 1.64, -1.00], [-1.40, 2.14, 0.39], [0.12, 0.63, 1.85], [3.83, 0.09, -0.09]],
  "nbo_charge": [0.40, -0.24, -0.23, -0.39, -0.40, -0.41, -0.24, 0.12, 0.25, 0.19, 0.21, 0.20, 0.21, 0.21, 0.21, 0.22, 0.23, -0.52]
}

=====

No. 4
{
  "formula": "C7H10O",
  "method": "the ωB97M-V functional and the def2-TZVPD basis",
  "homo_energy_ev": -9.13,
  "max_force_ev_per_a": 2.140,
  "total_energy_ha": -347.95608,
  "gap_ha": 0.3693,
  "spin_multiplicity": 1,
  "lumo_energy_ha": 0.034,
  "e_above_lowest_ev": 0.193,
  "elements": ["C", "C", "C", "C", "C", "C", "C", "H", "H", "H", "H", "H", "H", "H", "H", "H", "H", "O"],
  "coordinates": [[2.39, -0.44, -0.84], [1.06, 0.22, -0.54], [0.33, 0.92, -1.49], [-0.90, 1.50, -1.17], [-1.47, 1.25, 0.07], [-0.77, 0.58, 1.05], [0.46, 0.00, 0.70], [2.61, -0.27, -1.88], [3.20, 0.05, -0.31], [2.38, -1.48, -0.52], [0.74, 1.23, -2.45], [-1.31, 2.16, -1.91], [-2.44, 1.68, 0.29], [-0.91, 0.62, 2.11], [0.96, -0.63, 1.43], [-1.88, -1.93, 1.29], [-2.61, -3.02, 2.03], [-1.84, -2.43, 2.12]],
  "nbo_charge": [-0.63, -0.01, -0.22, -0.21, -0.23, -0.23, -0.21, 0.22, 0.22, 0.22, 0.21, 0.21, 0.21, 0.23, 0.21, 0.47, 0.47, -0.94]
}

=====

No. 5
{
  "formula": "C7H10O",
  "method": "the ωB97M-V functional and the def2-TZVPD basis",
  "homo_energy_ev": -8.64,
  "max_force_ev_per_a": 9.166,
  "total_energy_ha": -347.71217,
  "gap_ha": 0.3536,
  "spin_multiplicity": 1,
  "lumo_energy_ha": 0.036,
  "e_above_lowest_ev": 6.830,
  "elements": ["C", "C", "C", "C", "C", "C", "C", "H", "H", "H", "H", "H", "H", "H", "H", "H", "H", "O"],
  "coordinates": [[-2.59, -0.36, -0.41], [-1.34, 0.27, 0.38], [-0.04, 0.39, -0.40], [1.15, 1.31, -0.03], [2.18, 0.22, -0.13], [1.91, -1.16, -0.17], [-0.24, -0.62, 0.73], [-2.72, 0.53, -1.17], [-2.13, -1.44, -0.87], [-3.64, -0.49, 0.32], [-1.82, 1.02, 1.09], [0.17, -0.22, -1.24], [1.64, 2.29, -0.45], [0.90, 1.71, 0.94], [3.30, 0.36, -0.03], [2.58, -1.86, -0.35], [0.14, -0.27, 1.68], [0.56, -1.67, 0.10]],
  "nbo_charge": [-0.63, -0.23, -0.23, -0.46, -0.29, 0.13, 0.03, 0.22, 0.23, 0.22, 0.25, 0.24, 0.23, 0.22, 0.22, 0.18, 0.18, -0.52]
}

=====

No. 6
{
  "formula": "C7H10O",
  "method": "the ωB97M-V functional and the def2-TZVPD basis",
  "homo_energy_ev": -7.31,
  "max_force_ev_per_a": 2.844,
  "total_energy_ha": -347.71045,
  "gap_ha": 0.2784,
  "spin_multiplicity": 1,
  "lumo_energy_ha": 0.010,
  "e_above_lowest_ev": 6.877,
  "elements": ["C", "C", "C", "C", "C", "C", "C", "O", "H", "H", "H", "H", "H", "H", "H", "H", "H", "H"],
  "coordinates": [[0.77, -1.08, 0.30], [1.99, -0.52, 0.94], [-0.36, 1.93, -1.11], [-1.27, -0.31, 0.00], [-0.31, 0.55, -0.56], [-0.44, -0.70, -1.23], [-1.93, -0.40, 1.17], [0.86, -1.37, -1.04], [0.33, -1.92, 0.86], [-0.95, -0.99, -2.15], [2.81, -1.25, 0.83], [1.84, -0.36, 2.01], [2.31, 0.40, 0.45], [0.47, 2.11, -1.79], [-1.29, 2.13, -1.65], [-0.29, 2.66, -0.29], [-2.25, 0.49, 1.71], [-2.27, -1.36, 1.54]],
  "nbo_charge": [0.32, -0.68, -0.65, -0.02, -0.06, 0.04, -0.55, -0.55, 0.19, 0.20, 0.23, 0.23, 0.23, 0.22, 0.23, 0.22, 0.20, 0.19]
}

=====

No. 7
{
  "formula": "C7H10O",
  "method": "the ωB97M-V functional and the def2-TZVPD basis",
  "homo_energy_ev": -9.02,
  "max_force_ev_per_a": 1.278,
  "total_energy_ha": -347.95284,
  "gap_ha": 0.3565,
  "spin_multiplicity": 1,
  "lumo_energy_ha": 0.025,
  "e_above_lowest_ev": 0.281,
  "elements": ["C", "C", "C", "C", "C", "C", "C", "H", "H", "H", "H", "H", "H", "H", "H", "H", "H", "O"],
  "coordinates": [[-2.54, -0.13, -0.62], [-1.05, -0.40, -0.59], [-0.14, 0.64, -0.70], [1.18, 0.42, -1.08], [1.60, -0.89, -1.20], [0.72, -1.96, -0.99], [-0.60, -1.72, -0.66], [-2.73, 0.93, -0.77], [-2.93, -0.64, -1.48], [-3.05, -0.48, 0.28], [-0.50, 1.67, -0.67], [1.88, 1.23, -1.19], [2.64, -1.20, -1.20], [1.07, -2.96, -1.22], [-1.23, -2.53, -0.29], [0.43, 2.14, 4.28], [1.14, 3.06, 3.27], [1.09, 2.84, 4.21]],
  "nbo_charge": [-0.63, 0.00, -0.23, -0.20, -0.23, -0.20, -0.22, 0.21, 0.22, 0.22, 0.20, 0.21, 0.21, 0.21, 0.21, 0.47, 0.47, -0.94]
}

=====

No. 8
{
  "formula": "C7H10O",
  "method": "the ωB97M-V functional and the def2-TZVPD basis",
  "homo_energy_ev": -9.50,
  "max_force_ev_per_a": 7.259,
  "total_energy_ha": -347.70222,
  "gap_ha": 0.3889,
  "spin_multiplicity": 1,
  "lumo_energy_ha": 0.040,
  "e_above_lowest_ev": 7.101,
  "elements": ["C", "C", "C", "C", "C", "C", "C", "H", "H", "H", "H", "H", "H", "H", "H", "H", "H", "O"],
  "coordinates": [[-1.03, 0.59, -1.43], [-0.56, -0.86, -1.54], [-0.13, -1.43, -0.27], [0.77, -0.76, 0.92], [1.40, 0.57, 1.22], [-0.20, 0.77, -0.25], [-0.69, -0.41, 0.61], [-2.17, 0.75, -1.45], [-0.67, 1.12, -2.42], [0.23, -0.92, -2.25], [-1.31, -1.39, -2.10], [-0.25, -2.43, 0.05], [0.67, -1.62, 1.72], [1.68, 0.72, 2.19], [2.24, 0.75, 0.53], [0.62, 0.59, -0.77], [-1.63, -0.42, 1.30], [0.40, 1.51, 0.96]],
  "nbo_charge": [-0.38, -0.43, -0.21, -0.25, -0.09, 0.06, -0.24, 0.21, 0.21, 0.20, 0.24, 0.22, 0.21, 0.21, 0.16, 0.15, 0.24, -0.51]
}

=====

No. 9
{
  "formula": "C7H10O2",
  "method": "the ωB97M-V functional and the def2-TZVPD basis",
  "homo_energy_ev": -9.08,
  "max_force_ev_per_a": 4.870,
  "total_energy_ha": -422.92422,
  "gap_ha": 0.3613,
  "spin_multiplicity": 1,
  "lumo_energy_ha": 0.028,
  "e_above_lowest_ev": 7.502,
  "elements": ["C", "C", "C", "C", "C", "C", "C", "H", "H", "H", "H", "H", "H", "H", "H", "H", "H", "O", "O"],
  "coordinates": [[2.10, -0.01, 0.48], [0.99, -0.22, -0.58], [0.25, -1.40, -0.10], [-2.12, -0.47, -0.03], [-2.09, 0.86, 0.19], [-0.70, 1.27, 0.16], [0.09, 0.89, -0.90], [3.12, 0.45, -0.15], [2.23, -1.05, 1.18], [1.66, 1.00, 1.18], [1.62, -0.52, -1.40], [0.13, -1.50, 1.02], [0.70, -2.16, -0.91], [-2.87, -1.28, 0.61], [-2.81, 1.40, 0.71], [-0.60, 1.08, 1.17], [-0.63, 0.74, -1.61], [-1.18, -1.27, -0.58], [0.11, 2.22, -0.45]],
  "nbo_charge": [-0.63, -0.33, -0.07, 0.17, -0.32, 0.02, 0.05, 0.24, 0.23, 0.23, 0.20, 0.21, 0.24, 0.17, 0.23, 0.18, 0.20, -0.58, -0.44]
}

=====

No. 10
{
  "formula": "C7H10O4",
  "method": "the ωB97M-V functional and the def2-TZVPD basis",
  "homo_energy_ev": [-4.85, -9.91],
  "max_force_ev_per_a": 10.090,
  "total_energy_ha": -573.41014,
  "gap_ha": [0.1995, 0.2402],
  "spin_multiplicity": 3,
  "lumo_energy_ha": [0.021, -0.124],
  "e_above_lowest_ev": 0.117,
  "s_squared": 2.0076,
  "elements": ["C", "C", "C", "C", "C", "C", "C", "O", "O", "O", "O", "H", "H", "H", "H", "H", "H", "H", "H", "H", "H"],
  "coordinates": [[1.06, 0.17, -1.78], [1.77, -0.90, 0.11], [0.34, 0.81, -0.59], [0.78, 0.05, 0.62], [-0.63, -0.18, 0.15], [-1.62, 0.67, 0.88], [-1.14, -1.60, -0.28], [0.95, 0.43, -2.92], [1.72, -0.88, -1.31], [0.25, 2.32, -0.44], [0.98, 0.53, 1.92], [2.74, -0.66, 0.44], [1.57, -2.07, 0.34], [-1.16, 1.67, 1.28], [-2.29, 0.16, 1.70], [-2.31, 1.08, 0.14], [-1.25, -1.76, -1.31], [-2.15, -1.67, 0.09], [-0.53, -2.39, 0.21], [-0.16, 2.72, -1.15], [1.06, 1.52, 1.91]],
  "lowdin_spin": [0.55, 0.02, 0.17, 0.04, 0.07, 0.02, 0.01, 0.84, 0.20, 0.04, 0.01, 0.00, 0.01, 0.00, 0.01, 0.00, 0.00, 0.00, 0.00, 0.00, 0.00]
}

=====

No. 11
{
  "formula": "C7H10OS",
  "method": "the ωB97M-V functional and the def2-TZVPD basis",
  "homo_energy_ev": -8.12,
  "max_force_ev_per_a": 4.742,
  "total_energy_ha": -746.04708,
  "gap_ha": 0.2863,
  "spin_multiplicity": 1,
  "lumo_energy_ha": -0.012,
  "e_above_lowest_ev": 2.422,
  "elements": ["C", "C", "C", "C", "C", "C", "C", "O", "S", "H", "H", "H", "H", "H", "H", "H", "H", "H", "H"],
  "coordinates": [[1.32, 1.11, 0.59], [2.43, 0.42, 0.11], [-0.03, 0.75, 0.34], [2.35, -0.72, -0.77], [-0.69, -0.36, 0.57], [-0.28, -1.63, 1.26], [-2.73, 0.86, -1.15], [1.30, -1.30, -1.07], [-2.44, -0.47, 0.06], [1.30, 2.21, 0.89], [3.43, 0.71, 0.19], [-0.62, 1.58, -0.14], [3.39, -0.97, -1.13], [0.27, -1.43, 2.19], [0.43, -2.12, 0.48], [-1.10, -2.30, 1.67], [-3.46, 0.81, -1.87], [-1.82, 1.02, -1.59], [-3.03, 1.85, -0.62]],
  "nbo_charge": [-0.07, -0.36, -0.35, 0.37, 0.01, -0.70, -0.74, -0.56, 0.24, 0.22, 0.21, 0.22, 0.12, 0.23, 0.28, 0.24, 0.24, 0.22, 0.21]
}

=====

No. 12
{
  "formula": "C7H10S",
  "method": "the ωB97M-V functional and the def2-TZVPD basis",
  "homo_energy_ev": -8.90,
  "max_force_ev_per_a": 3.586,
  "total_energy_ha": -670.79941,
  "gap_ha": 0.3622,
  "spin_multiplicity": 1,
  "lumo_energy_ha": 0.035,
  "e_above_lowest_ev": 2.834,
  "elements": ["C", "C", "C", "C", "C", "C", "C", "H", "H", "H", "H", "H", "H", "H", "H", "H", "H", "S"],
  "coordinates": [[1.64, -0.52, 1.41], [0.45, 0.25, 0.86], [0.70, 1.21, -0.28], [0.30, 0.02, -1.22], [-0.30, -0.78, -0.06], [-1.77, -0.64, 0.03], [-2.95, -0.34, 0.06], [2.17, -0.96, 0.55], [2.37, 0.07, 2.02], [1.22, -1.24, 2.08], [-0.05, 0.68, 1.76], [-0.08, 2.04, -0.40], [1.68, 1.71, -0.40], [1.20, -0.48, -1.53], [-1.95, 0.67, -2.22], [0.04, -1.76, -0.01], [-4.00, -0.31, 0.05], [-0.67, 0.37, -2.71]],
  "nbo_charge": [-0.60, -0.19, -0.42, -0.31, -0.32, 0.01, -0.25, 0.19, 0.21, 0.21, 0.22, 0.22, 0.22, 0.23, 0.15, 0.23, 0.24, -0.05]
}